181
Properties=species:S:1:pos:R:3:forces:R:3:mulliken_charge:R:1 method="wB97M-V/def2-TZVPD" total_charge=-2 homo_ev="-1.35 / -1.36" s_squared=0.769 multiplicity=2
V 0.28641 -1.24577 -1.56458 -0.050 1.194 1.353 -1.440
C 5.50281 3.06983 -0.11848 -0.037 0.085 -0.163 -1.983
C 4.39861 3.79453 -0.89928 0.120 0.127 0.085 3.154
C 4.57601 5.31103 -0.77848 0.092 -0.144 -0.133 -2.146
C 3.03751 3.40463 -0.32988 0.162 0.058 -0.134 -1.772
C 4.62501 3.43013 -2.37828 -0.127 0.154 0.385 0.054
O 5.59701 3.86323 -2.97378 0.242 0.023 -0.224 -0.754
N 3.71051 2.59763 -2.91878 -0.449 -0.215 0.112 2.155
C 3.73621 1.91823 -4.14228 -0.159 -0.119 -0.234 0.129
C 4.56351 2.29423 -5.19068 0.246 0.156 -0.136 -0.848
C 4.55301 1.57283 -6.37158 -0.100 0.005 -0.066 -0.693
C 3.70401 0.48743 -6.51748 -0.002 -0.101 -0.164 -0.877
C 2.87401 0.11463 -5.47608 0.161 0.082 0.137 -0.597
C 2.86391 0.82093 -4.27538 0.606 0.165 0.011 0.880
C 2.11731 0.34273 -3.09618 0.721 -0.696 0.954 -0.322
C 0.59221 0.27453 -2.96178 -0.125 0.227 0.425 1.830
C 0.17191 0.59553 -4.36068 -0.507 0.510 -0.104 -1.046
C 0.03911 1.93413 -4.51498 -0.093 -0.788 -0.519 -1.257
C 0.06431 2.53453 -3.21028 -0.284 0.691 1.169 -0.660
N 0.05761 1.49383 -2.31388 -0.441 0.934 -0.888 0.560
C -0.05919 3.74983 -2.53858 0.010 -0.906 -0.282 0.727
C -0.30839 3.36643 -1.18078 0.119 0.244 0.282 -1.143
C -0.77969 3.86983 0.02302 0.121 0.180 -0.079 -0.959
C -1.22969 2.77173 0.75072 0.259 -0.309 -0.264 -1.059
C -1.02309 1.58773 0.03492 -0.171 0.223 0.809 0.667
C -1.64239 0.35893 0.54212 0.651 -1.004 -0.443 -0.478
C -0.94599 -0.79767 0.84852 -0.651 0.726 0.308 -0.562
N 0.31301 -0.94787 0.33822 -0.678 0.034 0.045 0.273
C 0.99081 -1.82867 1.13502 1.261 -0.327 0.487 -1.254
C 2.36731 -2.02927 0.94502 -0.532 0.482 -0.483 0.443
C 2.92031 -1.47277 -0.22788 -0.063 -0.016 1.019 -0.019
C 4.25811 -1.10337 -0.55778 -0.153 0.440 -0.423 -1.759
C 4.21521 -0.37737 -1.72398 0.643 -0.254 0.164 -1.767
C 2.83931 -0.30167 -2.10508 -0.366 0.771 -1.565 0.451
N 2.10531 -1.01427 -1.21298 0.164 -1.189 -0.030 1.471
C 3.31841 -2.61417 1.89512 0.058 -0.266 0.204 0.601
C 4.21031 -3.57367 1.41762 -0.107 -0.032 0.161 -0.306
C 5.26491 -4.03107 2.18272 0.202 -0.158 0.008 -1.034
C 5.49571 -3.47527 3.42892 -0.021 0.006 0.032 -0.607
C 4.63431 -2.51087 3.91552 0.023 0.029 -0.016 -0.842
C 3.50391 -2.12417 3.20192 0.248 -0.168 -0.060 0.147
N 2.65421 -1.14057 3.70542 -0.277 0.143 -0.792 0.511
C 2.50871 -0.63547 4.97162 0.212 0.146 0.215 -0.259
O 2.35141 0.56183 5.11532 -0.050 0.020 0.143 -0.688
C 2.39871 -1.57747 6.18542 -0.016 -0.021 0.280 2.870
C 1.09871 -1.14437 6.87952 0.016 0.078 -0.124 -1.754
C 3.55331 -1.32257 7.16092 -0.044 0.058 -0.224 -1.873
C 2.27801 -3.05767 5.83262 0.091 0.046 0.056 -1.681
C 0.07341 -2.36847 2.09692 -0.403 0.326 -0.176 -0.927
C -1.14159 -1.79797 1.86882 0.287 -0.443 0.145 0.723
C -3.04069 0.59113 0.95812 -0.408 -0.354 0.171 0.071
C -3.97799 0.91353 -0.02228 -0.108 -0.085 0.012 -0.102
C -5.29629 1.17673 0.29022 -0.068 0.029 -0.123 -1.510
C -5.69969 1.18863 1.61522 0.012 -0.073 0.134 -0.665
C -4.77799 0.90613 2.60982 -0.164 0.157 0.004 -0.274
C -3.46989 0.55653 2.29802 -0.207 0.063 -0.424 0.733
N -2.48659 0.36263 3.28352 0.424 0.543 -0.265 0.269
C -2.26009 -0.46537 4.33632 -0.084 -0.025 0.288 -0.386
O -1.14059 -0.43927 4.81952 0.104 -0.047 0.168 -0.805
C -3.33459 -1.32627 5.01462 -0.041 -0.196 0.166 2.886
C -4.46409 -1.85007 4.13092 0.047 0.138 -0.024 -1.881
C -2.61419 -2.53657 5.62702 0.051 0.251 -0.023 -1.804
C -3.89519 -0.44687 6.14352 0.101 -0.035 -0.122 -1.818
N -0.32989 1.97433 -1.09878 0.218 0.740 -0.050 0.241
C 0.17221 5.05613 -3.12638 0.159 0.528 -0.152 1.052
C 1.08321 5.10183 -4.19528 -0.099 0.085 -0.014 -0.605
C 1.40271 6.27653 -4.84198 0.075 0.130 -0.155 -1.144
C 0.84371 7.47253 -4.41538 0.012 -0.090 0.033 -0.734
C -0.03149 7.46743 -3.34758 0.081 0.204 -0.095 -0.798
C -0.38299 6.28553 -2.70608 0.295 -0.053 -0.244 0.530
N -1.38079 6.34343 -1.71328 -0.105 -0.543 -0.183 0.050
C -1.65899 7.38083 -0.88698 -0.410 0.005 0.290 -0.175
O -0.95499 8.36663 -0.76098 0.150 0.110 -0.100 -0.687
C -2.97959 7.28683 -0.08558 -0.120 0.084 0.121 2.715
C -3.70549 8.62643 -0.28018 0.220 -0.066 -0.031 -2.020
C -2.62559 7.14093 1.39872 0.113 0.028 -0.169 -1.705
C -3.90049 6.14663 -0.51268 0.113 0.132 0.025 -1.869
H 5.46951 3.35783 0.93012 -0.033 0.026 0.139 0.465
H 6.47901 3.32443 -0.52538 0.105 0.021 -0.012 0.432
H 5.36291 1.99293 -0.18648 0.016 -0.157 0.033 0.229
H 4.59601 5.60793 0.26782 -0.046 0.011 0.144 0.447
H 3.75231 5.82513 -1.27098 -0.086 0.113 -0.037 0.409
H 5.50651 5.61433 -1.25228 0.056 0.056 -0.011 0.440
H 2.96941 3.76553 0.69522 -0.045 -0.007 0.090 0.782
H 2.89651 2.32493 -0.30008 -0.080 -0.181 0.010 -0.145
H 2.22701 3.86053 -0.89398 -0.117 0.006 -0.036 -0.040
H 2.97831 2.24323 -2.31338 0.114 0.122 0.070 -1.671
H 5.22511 3.13423 -5.05748 0.020 0.034 0.001 0.555
H 5.21341 1.85763 -7.17928 0.037 0.044 -0.040 0.375
H 3.70021 -0.08747 -7.43508 0.021 -0.008 -0.027 0.428
H 2.25731 -0.76997 -5.56228 -0.049 -0.019 -0.033 0.392
H 0.17031 -0.13447 -5.14988 0.015 -0.120 -0.094 0.928
H -0.12179 2.46673 -5.43578 0.010 0.073 -0.092 0.605
H -0.75459 4.88953 0.34612 -0.070 0.235 -0.012 1.174
H -1.67559 2.81413 1.72732 -0.142 -0.072 0.151 0.619
H 5.12251 -1.32447 0.04132 0.176 -0.048 0.059 0.579
H 5.04481 0.06633 -2.24708 0.062 0.058 -0.059 0.774
H 4.05011 -3.95637 0.42042 -0.032 -0.034 -0.076 0.502
H 5.92271 -4.79797 1.80142 0.072 -0.055 -0.082 0.370
H 6.35501 -3.77077 4.01532 0.052 -0.028 0.034 0.397
H 4.85201 -2.01467 4.84792 0.009 -0.002 0.076 0.582
H 2.28341 -0.52887 2.98162 0.027 0.058 0.193 0.066
H 1.17601 -0.11367 7.21512 -0.016 0.085 0.009 0.355
H 0.89611 -1.78537 7.73582 0.064 -0.135 0.113 0.543
H 0.27121 -1.20197 6.18102 -0.148 -0.001 0.036 0.091
H 3.63931 -0.25557 7.34822 0.014 0.131 0.065 0.386
H 4.50601 -1.67967 6.77892 0.143 -0.074 0.001 0.324
H 3.35751 -1.82807 8.10462 -0.044 -0.084 0.103 0.439
H 1.58401 -3.19317 5.00852 -0.131 -0.092 -0.113 0.104
H 1.89281 -3.60507 6.69182 -0.032 -0.021 0.106 0.541
H 3.23071 -3.49607 5.55302 -0.023 -0.111 0.010 0.357
H 0.32541 -3.11907 2.82252 -0.016 -0.140 0.152 0.681
H -2.06739 -2.00567 2.36452 -0.129 -0.112 0.058 0.868
H -3.66639 0.92163 -1.05748 0.124 0.005 -0.049 0.487
H -6.00529 1.37503 -0.50258 -0.033 0.044 -0.014 0.477
H -6.72529 1.42143 1.87502 0.025 0.025 0.033 0.424
H -5.07429 0.99093 3.64542 0.033 -0.013 0.071 0.411
H -1.58309 0.70843 2.96002 -0.089 -0.081 0.160 0.303
H -4.08699 -2.37667 3.25842 0.049 -0.107 -0.182 0.276
H -5.11579 -1.06027 3.78202 -0.115 -0.056 -0.036 0.428
H -5.06929 -2.54977 4.70682 -0.010 -0.076 0.079 0.505
H -2.15479 -3.13267 4.84132 0.077 -0.116 -0.051 0.325
H -3.32269 -3.16127 6.16842 -0.142 -0.034 0.018 0.488
H -1.83559 -2.21077 6.31132 0.063 -0.040 0.014 0.226
H -4.37529 0.43933 5.73372 -0.131 0.104 0.023 0.264
H -3.08729 -0.12107 6.79602 0.058 0.021 0.068 0.338
H -4.62119 -1.00197 6.73582 -0.101 -0.074 0.016 0.450
H 1.56321 4.18053 -4.49888 0.020 -0.017 0.021 0.136
H 2.10231 6.26713 -5.66758 0.046 -0.046 -0.001 0.432
H 1.08651 8.40643 -4.90388 0.041 0.028 -0.014 0.382
H -0.45699 8.39533 -2.99798 -0.036 -0.014 0.005 0.464
H -1.89689 5.48653 -1.58868 -0.078 0.035 0.079 0.274
H -3.02559 9.44403 -0.05358 -0.005 0.075 0.005 0.382
H -4.56959 8.69213 0.38012 -0.078 -0.082 0.038 0.476
H -4.04809 8.73443 -1.30768 -0.038 0.051 -0.135 0.397
H -1.86129 7.86723 1.66592 0.064 0.042 0.075 0.358
H -2.25609 6.14023 1.60642 0.086 -0.119 0.105 0.275
H -3.50579 7.31933 2.01632 -0.078 -0.041 0.013 0.480
H -4.20229 6.25633 -1.55328 -0.038 -0.047 -0.098 0.362
H -4.79759 6.16613 0.10532 -0.075 -0.031 0.026 0.472
H -3.43279 5.17373 -0.37438 0.002 -0.184 0.054 0.267
Se -3.63959 -3.34757 -0.23828 -0.017 0.101 0.008 -0.501
P -2.20959 -4.87657 -0.70068 -0.076 -0.091 0.118 1.193
Se -0.10319 -4.57177 -0.42498 0.006 0.027 0.041 -0.365
C -2.54569 -5.56267 -2.37418 0.194 0.113 0.259 0.369
C -1.52629 -6.19317 -3.07268 0.025 -0.095 0.065 -0.360
C -1.76619 -6.73197 -4.32318 -0.064 -0.183 -0.133 -0.960
C -3.02229 -6.62167 -4.89338 0.020 -0.083 -0.157 -0.513
C -4.03849 -5.97867 -4.20448 -0.157 -0.039 -0.081 -0.681
C -3.80599 -5.45877 -2.94378 -0.131 -0.008 -0.016 -0.611
C -2.57739 -6.31357 0.38022 0.095 0.181 -0.058 0.442
C -2.20529 -7.59597 0.00362 -0.038 0.029 -0.044 -0.443
C -2.36809 -8.65117 0.88012 0.012 -0.187 0.004 -0.748
C -2.90179 -8.43267 2.13972 -0.029 -0.161 0.118 -0.363
C -3.26409 -7.15317 2.52322 -0.009 -0.067 0.119 -0.756
C -3.09809 -6.09757 1.64722 -0.090 0.069 0.009 -0.232
H -0.54049 -6.25227 -2.63318 0.078 0.094 0.058 0.424
H -0.96779 -7.22817 -4.86098 0.039 0.014 -0.013 0.409
H -3.21169 -7.03487 -5.87738 0.006 0.018 -0.024 0.348
H -5.01729 -5.88307 -4.65848 -0.044 0.007 0.017 0.362
H -4.59679 -4.96037 -2.39928 0.018 0.088 0.041 0.397
H -1.78059 -7.76267 -0.97518 0.051 -0.049 -0.069 0.278
H -2.06829 -9.64697 0.58172 -0.009 -0.080 -0.014 0.390
H -3.03489 -9.25887 2.82442 0.011 -0.089 0.055 0.352
H -3.67219 -6.97677 3.50992 -0.024 0.010 0.053 0.399
H -3.37969 -5.09417 1.93532 -0.024 0.083 -0.033 0.313
C 1.87781 -3.64557 -3.35688 -0.081 0.029 0.093 -0.973
C 0.45451 -3.30107 -3.66528 0.567 -0.538 -0.510 -0.011
C -0.35599 -3.76427 -4.67438 0.291 0.233 0.035 -1.032
C -1.59939 -3.09537 -4.53448 -0.119 0.152 0.065 -1.519
C -1.48179 -2.27037 -3.44468 -0.763 0.085 -0.465 0.493
C -2.44959 -1.27937 -2.88258 0.220 0.126 -0.187 -1.197
N -0.22719 -2.38987 -2.91368 -0.364 -1.431 -1.330 2.111
H 2.58121 -3.01977 -3.91508 0.034 0.021 0.026 0.058
H 2.07741 -4.69007 -3.60038 0.034 -0.014 -0.003 0.483
H 2.07041 -3.49697 -2.29138 0.062 -0.085 -0.076 -0.166
H -0.10359 -4.49497 -5.42668 0.090 -0.057 0.034 0.576
H -2.46909 -3.22317 -5.15708 -0.154 0.007 0.025 0.588
H -2.31069 -0.29907 -3.35398 -0.042 0.045 0.060 0.112
H -2.30549 -1.17117 -1.80138 -0.209 0.035 0.029 -0.100
H -3.47569 -1.60707 -3.04728 0.003 -0.004 0.136 0.651